[1]
Molecular formula: C20H40O26S6
Method: DFT, ωB97M-V/def2-TZVPD

Last column: Löwdin charge in e.
Element x y z (Å)
C: 1.601 -2.107 -3.171  -0.15
C: 2.775 -2.919 -3.741  -0.16
C: 2.185 -4.267 -4.121  -0.19
O: 0.776 -4.196 -3.895  -0.14
C: 0.497 -3.173 -2.963  -0.20
H: 1.352 -1.245 -3.786  0.10
H: 1.878 -1.686 -2.201  0.08
H: 3.667 -2.931 -3.118  0.10
H: 3.110 -2.382 -4.634  0.10
H: 2.575 -5.063 -3.477  0.12
H: 2.272 -4.554 -5.168  0.12
H: 0.498 -3.552 -1.933  0.12
H: -0.515 -2.783 -3.082  0.11
C: -2.205 -4.593 2.718  -0.14
C: -2.053 -4.778 4.228  -0.16
C: -1.201 -3.569 4.655  -0.22
O: -1.359 -2.591 3.652  -0.16
C: -1.432 -3.316 2.412  -0.19
H: -3.219 -4.450 2.352  0.11
H: -1.701 -5.430 2.233  0.11
H: -1.477 -5.643 4.571  0.10
H: -2.939 -4.880 4.858  0.10
H: -0.151 -3.890 4.713  0.11
H: -1.439 -3.191 5.651  0.12
H: -0.440 -3.498 1.987  0.11
H: -2.006 -2.588 1.836  0.11
C: 2.955 -2.047 0.879  -0.17
C: 4.198 -2.006 1.762  -0.17
O: 4.408 -3.377 2.118  -0.18
S: 2.969 -4.098 2.332  0.64
O: 2.560 -4.036 3.690  -0.22
O: 2.961 -5.330 1.595  -0.23
O: 2.118 -2.991 1.508  -0.20
H: 3.247 -2.379 -0.121  0.13
H: 2.465 -1.075 0.834  0.12
H: 4.077 -1.422 2.671  0.11
H: 5.010 -1.559 1.190  0.14
C: -2.885 -0.118 -3.817  -0.16
C: -4.291 0.336 -4.258  -0.15
O: -4.644 1.321 -3.286  -0.19
S: -3.380 2.143 -2.707  0.66
O: -3.458 2.230 -1.272  -0.22
O: -3.238 3.378 -3.431  -0.23
O: -2.314 1.008 -3.201  -0.21
H: -2.259 -0.430 -4.649  0.13
H: -2.975 -0.895 -3.054  0.13
H: -5.102 -0.388 -4.223  0.13
H: -4.333 0.735 -5.274  0.13
C: 0.021 2.446 -0.822  -0.16
C: 1.220 1.542 -0.870  -0.16
O: 0.758 0.250 -0.427  -0.23
S: -0.658 0.300 0.419  0.68
O: -0.466 -0.045 1.813  -0.23
O: -1.588 -0.469 -0.349  -0.22
O: -0.794 1.924 0.226  -0.20
H: -0.594 2.315 -1.710  0.10
H: 0.321 3.490 -0.880  0.14
H: 2.007 1.759 -0.145  0.10
H: 1.725 1.419 -1.823  0.12
C: 1.685 3.282 4.084  -0.14
C: 0.880 2.471 3.064  -0.13
O: 1.795 1.553 2.425  -0.22
S: 3.307 2.057 2.557  0.64
O: 3.746 2.855 1.439  -0.23
O: 4.093 0.902 2.892  -0.23
O: 3.069 3.034 3.813  -0.18
H: 1.539 2.894 5.093  0.13
H: 1.453 4.341 4.014  0.13
H: 0.570 3.125 2.247  0.13
H: 0.097 1.846 3.475  0.12
C: -3.341 1.440 3.792  -0.18
C: -4.190 0.271 4.305  -0.10
O: -5.476 0.524 3.662  -0.22
S: -5.418 1.457 2.335  0.64
O: -6.349 2.516 2.563  -0.23
O: -5.499 0.740 1.098  -0.23
O: -3.873 1.901 2.567  -0.19
H: -2.273 1.233 3.767  0.11
H: -3.425 2.299 4.469  0.13
H: -4.476 0.256 5.350  0.13
H: -3.885 -0.691 3.896  0.13
C: 2.243 6.483 -4.283  -0.17
C: 2.646 5.635 -5.463  -0.15
O: 2.840 4.343 -4.869  -0.19
S: 1.937 4.158 -3.542  0.64
O: 2.761 4.007 -2.387  -0.22
O: 0.889 3.205 -3.729  -0.22
O: 1.274 5.644 -3.656  -0.19
H: 1.740 7.416 -4.532  0.14
H: 3.030 6.682 -3.550  0.14
H: 3.592 5.939 -5.912  0.14
H: 1.929 5.525 -6.277  0.14

Values from the calculation:
structure (SMILES)	O=S1(=O)OCCO1.O=S1(=O)OCCO1.O=S1(=O)OCCO1.O=S1(=O)OCCO1.O=S1(=O)OCCO1.O=S1(=O)OCCO1.C1CCOC1.C1CCOC1
2S+1	1
HOMO-LUMO gap	9.5	eV
E_HOMO	-9.3	eV
net charge	0
relative energy (zero: lowest compared OMol25 entry of this formula, charge and spin)	1.0991	eV


[2]
Molecular formula: C22H18N4O5
Method: DFT, ωB97M-V/def2-TZVPD

Last column: Löwdin charge in e.
Element x y z (Å)
C: -4.524 -4.012 1.914  -0.09
H: -5.533 -3.588 1.965  0.10
O: -3.923 -3.765 0.666  -0.08
C: -3.727 -2.475 0.280  -0.28
C: -4.067 -1.355 1.030  -0.01
C: -3.820 -0.088 0.530  -0.02
C: -3.242 0.088 -0.718  -0.20
C: -2.898 -1.035 -1.464  -0.03
C: -3.136 -2.300 -0.974  0.00
H: -2.877 -3.178 -1.544  0.12
H: -2.438 -0.909 -2.432  0.11
C: -2.942 1.472 -1.230  -0.07
N: -1.616 1.904 -0.771  0.10
C: -0.544 1.515 -1.547  -0.42
O: -0.687 0.917 -2.590  0.09
N: 0.713 1.855 -1.085  0.07
C: 0.914 2.533 0.086  -0.20
N: 2.169 2.793 0.441  0.14
C: 2.375 3.459 1.560  -0.11
C: 1.357 3.907 2.394  -0.05
C: 0.052 3.637 2.031  0.02
C: -0.189 2.935 0.853  -0.04
C: -1.549 2.603 0.424  -0.36
O: -2.546 2.905 1.042  0.10
H: -0.791 3.950 2.628  0.13
H: 1.586 4.447 3.298  0.10
H: 3.414 3.643 1.798  0.11
C: 1.871 1.403 -1.847  -0.07
C: 2.444 0.158 -1.224  -0.18
C: 3.674 0.190 -0.578  -0.02
C: 4.177 -0.949 0.020  0.02
C: 3.436 -2.123 -0.025  -0.15
C: 2.202 -2.170 -0.664  0.02
C: 1.711 -1.027 -1.262  0.00
H: 0.758 -1.048 -1.767  0.11
H: 1.650 -3.097 -0.682  0.12
N: 3.956 -3.312 0.602  -0.36
O: 3.281 -4.318 0.550  0.08
O: 5.037 -3.235 1.147  0.08
H: 5.131 -0.947 0.526  0.12
H: 4.231 1.112 -0.539  0.11
H: 1.518 1.195 -2.860  0.13
H: 2.607 2.207 -1.851  0.12
H: -3.660 2.195 -0.839  0.13
H: -2.933 1.489 -2.321  0.13
H: -4.081 0.777 1.122  0.11
H: -4.523 -1.454 2.003  0.10
H: -3.921 -3.615 2.737  0.10
H: -4.584 -5.095 2.002  0.09

Values from the calculation:
structure (SMILES)	COc1ccc(Cn2c(=O)c3cccnc3n(Cc3ccc([N+](=O)[O-])cc3)c2=O)cc1
2S+1	1
HOMO-LUMO gap	8.1	eV
E_HOMO	-8.5	eV
net charge	0
relative energy (zero: lowest compared OMol25 entry of this formula, charge and spin)	2.5615	eV


[3]
Molecular formula: C45H57BGeN6OOsS3
Method: DFT, ωB97M-V/def2-TZVPD

Last column: Löwdin spin population.
Element x y z (Å)
Os: 0.319 -1.951 0.056  0.00
C: -3.877 -1.716 -3.067  0.00
C: -3.545 -0.782 -1.948  0.00
C: -4.395 0.190 -1.502  0.00
C: -4.044 1.026 -0.416  0.00
N: -2.880 0.901 0.176  0.00
N: -2.041 -0.036 -0.267  0.00
B: -0.686 -0.168 0.507  0.00
N: 0.260 1.054 0.286  0.00
N: -0.233 2.181 -0.223  0.00
C: 0.529 3.249 -0.204  0.00
C: 1.809 3.207 0.395  0.00
C: 2.338 2.035 0.863  0.00
C: 3.698 1.953 1.482  0.00
C: 1.508 0.900 0.729  0.00
S: 2.059 -0.739 1.031  0.00
C: 0.016 4.521 -0.852  0.00
C: 0.099 5.673 0.160  0.00
C: 0.914 4.820 -2.063  0.00
C: -1.430 4.366 -1.315  0.00
N: -1.055 -0.093 2.060  0.00
N: -1.161 1.106 2.609  0.00
C: -1.489 1.174 3.884  0.00
C: -1.763 0.004 4.621  0.00
C: -1.647 -1.240 4.051  0.00
C: -1.872 -2.519 4.791  0.00
C: -1.243 -1.230 2.707  0.00
S: -0.827 -2.673 1.774  0.00
C: -1.561 2.547 4.526  0.00
C: -3.018 2.814 4.937  0.00
C: -1.093 3.626 3.549  0.00
C: -0.660 2.564 5.769  0.00
C: -2.317 -0.876 -1.258  0.00
S: -1.125 -2.102 -1.679  0.00
C: -5.016 2.067 0.107  0.00
C: -6.328 1.361 0.484  0.00
C: -4.449 2.768 1.339  0.00
C: -5.276 3.090 -1.010  0.00
H: -4.843 -1.467 -3.499  0.00
H: -3.913 -2.748 -2.714  0.00
H: -3.125 -1.664 -3.856  0.00
H: -5.369 0.305 -1.961  0.00
H: 2.390 4.118 0.461  0.00
H: 4.365 2.693 1.044  0.00
H: 4.138 0.965 1.364  0.00
H: 3.631 2.158 2.553  0.00
H: 1.124 5.920 0.437  0.00
H: -0.462 5.442 1.068  0.00
H: -0.336 6.570 -0.282  0.00
H: 1.955 4.970 -1.771  0.00
H: 0.576 5.731 -2.555  0.00
H: 0.873 4.008 -2.792  0.00
H: -2.110 4.292 -0.466  0.00
H: -1.568 3.482 -1.939  0.00
H: -1.711 5.244 -1.897  0.00
H: -2.051 0.092 5.661  0.00
H: -2.366 -2.332 5.742  0.00
H: -0.919 -3.013 4.993  0.00
H: -2.487 -3.209 4.213  0.00
H: -3.689 2.769 4.079  0.00
H: -3.094 3.809 5.374  0.00
H: -3.367 2.100 5.685  0.00
H: -1.695 3.638 2.640  0.00
H: -0.049 3.476 3.264  0.00
H: -1.176 4.599 4.033  0.00
H: -0.980 1.854 6.532  0.00
H: -0.695 3.555 6.222  0.00
H: 0.378 2.350 5.510  0.00
H: -6.156 0.557 1.201  0.00
H: -6.842 0.948 -0.385  0.00
H: -7.004 2.081 0.945  0.00
H: -4.400 2.083 2.187  0.00
H: -5.100 3.599 1.611  0.00
H: -3.445 3.151 1.164  0.00
H: -5.748 2.634 -1.882  0.00
H: -4.352 3.573 -1.331  0.00
H: -5.952 3.862 -0.642  0.00
C: 1.969 -0.476 -2.346  0.00
O: 1.718 -1.770 -1.781  0.00
H: 1.024 0.059 -2.466  0.00
H: 2.444 -0.565 -3.325  0.00
H: 2.636 0.080 -1.688  0.00
C: 0.862 -3.078 -4.419  0.00
Ge: 2.003 -3.238 -2.862  0.01
C: 1.580 -4.664 -1.639  0.00
C: 1.592 -4.474 -0.256  0.00
C: 1.218 -5.491 0.611  0.00
C: 0.845 -6.725 0.096  0.00
C: 0.851 -6.937 -1.275  0.00
C: 1.212 -5.911 -2.140  0.00
C: 3.912 -3.169 -3.426  0.16
C: 4.178 -3.238 -4.802  0.04
C: 5.468 -3.223 -5.306  0.09
C: 6.555 -3.136 -4.432  0.15
C: 6.341 -3.063 -3.050  0.00
C: 7.434 -2.996 -2.164  0.19
C: 7.237 -2.953 -0.779  0.07
C: 5.953 -2.976 -0.277  0.07
C: 4.852 -3.040 -1.142  0.18
C: 5.012 -3.079 -2.537  0.00
H: 1.242 -3.633 -5.275  0.00
H: 0.753 -2.032 -4.705  0.00
H: -0.118 -3.479 -4.168  0.00
H: 1.995 -3.553 0.182  0.00
H: 1.238 -5.330 1.682  0.00
H: 0.560 -7.526 0.765  0.00
H: 0.566 -7.901 -1.674  0.00
H: 1.186 -6.096 -3.208  0.00
H: 3.360 -3.313 -5.505  0.00
H: 5.638 -3.280 -6.372  0.00
H: 7.566 -3.135 -4.820  0.00
H: 8.440 -2.981 -2.566  0.01
H: 8.089 -2.911 -0.115  0.00
H: 5.787 -2.953 0.792  0.00
H: 3.859 -3.079 -0.714  0.01

Values from the calculation:
<S²>	0.777
2S+1	2
HOMO-LUMO gap (alpha / beta)	6.7 / 4.8	eV
E_HOMO (alpha / beta)	-15.6 / -15.6	eV
net charge	+3
relative energy (zero: lowest compared OMol25 entry of this formula, charge and spin)	0.0000	eV


[4]
Molecular formula: C3H4OS
Method: DFT, ωB97M-V/def2-TZVPD

Last column: Löwdin charge in e.
Element x y z (Å)
C: 0.210 0.424 -0.085  -0.72
C: -0.563 0.399 1.276  -0.14
C: 0.691 -0.908 0.498  -0.33
H: -0.251 1.172 1.879  0.08
H: -1.780 -0.101 1.031  0.23
H: 0.394 -1.780 -0.408  0.18
H: 1.844 -0.714 0.646  0.15
O: -0.031 -0.893 1.671  -0.14
S: -0.124 0.567 -1.666  0.69

Values from the calculation:
2S+1	1
HOMO-LUMO gap	7.7	eV
E_HOMO	-8.7	eV
net charge	0
relative energy (zero: lowest compared OMol25 entry of this formula, charge and spin)	4.4638	eV